1.
{"formula": "C42H61Cl4CrN4O3", "method": "ωB97M-V/def2-TZVPD", "s_squared": 8.776, "total_charge": -2, "spin_multiplicity": 6, "orbital_gap_ev": [5.34, 5.96], "symbols": ["Cr", "C", "N", "C", "C", "C", "N", "C", "C", "C", "C", "C", "C", "C", "O", "C", "C", "C", "C", "C", "C", "C", "C", "C", "C", "C", "C", "C", "C", "C", "O", "C", "C", "C", "C", "C", "C", "C", "C", "H", "H", "H", "H", "H", "H", "H", "H", "H", "H", "H", "H", "H", "H", "H", "H", "H", "H", "H", "H", "H", "H", "H", "H", "H", "H", "H", "H", "H", "H", "H", "H", "H", "H", "H", "H", "H", "H", "H", "H", "H", "H", "H", "H", "H", "H", "H", "H", "H", "H", "H", "H", "H", "H", "Cl", "C", "Cl", "Cl", "C", "N", "O", "N", "C", "C", "C", "C", "C", "H", "H", "H", "H", "H", "Cl", "C", "H", "H"], "coordinates": [[0.0119, -0.2391, -1.6749], [-3.6500, -1.9062, -3.1360], [-3.5359, -0.5086, -2.8025], [-3.8850, 0.3542, -3.9024], [-4.2554, -0.1898, -1.5920], [-3.5036, -0.4819, -0.3001], [-2.2906, 0.2864, -0.0486], [-1.7845, -0.0745, 1.2699], [-1.2508, -1.4860, 1.4916], [-1.2484, -1.8890, 2.8191], [-0.8395, -3.1480, 3.2360], [-0.4647, -4.0325, 2.2279], [-0.4446, -3.6982, 0.8794], [-0.7623, -2.3609, 0.4698], [-0.6644, -2.0064, -0.7722], [-0.0791, -4.7529, -0.1721], [0.0350, -6.1582, 0.4294], [-1.1646, -4.8117, -1.2555], [1.2634, -4.4124, -0.8340], [-0.8470, -3.5132, 4.7212], [0.0636, -2.5591, 5.5049], [-0.3540, -4.9403, 4.9672], [-2.2736, -3.4031, 5.2790], [-2.5463, 1.7189, -0.1041], [-1.3240, 2.5995, -0.0698], [-1.1326, 3.4761, 0.9896], [-0.0697, 4.3681, 1.0179], [0.7649, 4.3820, -0.1004], [0.6181, 3.5312, -1.1855], [-0.4219, 2.5632, -1.1573], [-0.5531, 1.6547, -2.0897], [1.5897, 3.5699, -2.3676], [0.8176, 3.6752, -3.6902], [2.4426, 2.2931, -2.3635], [2.5476, 4.7649, -2.2985], [0.2142, 5.3142, 2.1837], [-0.7256, 5.0635, 3.3645], [1.6543, 5.1151, 2.6756], [0.0342, 6.7692, 1.7273], [-4.6983, -2.1899, -3.3677], [-3.3024, -2.5099, -2.3020], [-3.0187, -2.1420, -3.9903], [-4.9664, 0.3228, -4.1494], [-3.3309, 0.0542, -4.7918], [-3.6059, 1.3826, -3.6672], [-5.2014, -0.7664, -1.5422], [-4.5508, 0.8607, -1.6270], [-3.2323, -1.5368, -0.2657], [-4.2268, -0.3061, 0.5257], [-2.6062, 0.0808, 2.0017], [-1.0152, 0.6511, 1.5345], [-1.6071, -1.1710, 3.5542], [-0.1846, -5.0367, 2.5069], [-0.8899, -6.4646, 0.9243], [0.8533, -6.2316, 1.1484], [0.2400, -6.8675, -0.3767], [-2.1462, -4.9881, -0.8053], [-0.9516, -5.6262, -1.9543], [-1.1850, -3.8774, -1.8070], [2.0827, -4.5593, -0.1240], [1.2750, -3.3799, -1.1736], [1.4329, -5.0632, -1.6983], [1.0878, -2.6281, 5.1431], [0.0514, -2.8025, 6.5725], [-0.2522, -1.5223, 5.3861], [0.6726, -5.0679, 4.6201], [-0.9814, -5.6749, 4.4588], [-0.3801, -5.1571, 6.0390], [-2.6708, -2.3976, 5.1397], [-2.2903, -3.6316, 6.3494], [-2.9381, -4.0995, 4.7635], [-3.2186, 2.0167, 0.7281], [-3.0672, 1.9270, -1.0395], [-1.8364, 3.4272, 1.8128], [1.5884, 5.0826, -0.1031], [0.1368, 2.8339, -3.8012], [1.5205, 3.6838, -4.5290], [0.2386, 4.6028, -3.7180], [1.8076, 1.4091, -2.4491], [3.0141, 2.2216, -1.4355], [3.1415, 2.2951, -3.2064], [2.0049, 5.7117, -2.2326], [3.1540, 4.7844, -3.2077], [3.2273, 4.6908, -1.4481], [-0.6396, 4.0359, 3.7210], [-1.7673, 5.2482, 3.0966], [-0.4654, 5.7331, 4.1889], [1.8301, 4.0741, 2.9492], [1.8529, 5.7479, 3.5463], [2.3800, 5.3668, 1.9023], [-0.9793, 6.9279, 1.3531], [0.7297, 7.0135, 0.9232], [0.2128, 7.4618, 2.5560], [1.9151, 1.3141, 3.5229], [2.4871, 0.3615, 2.2072], [4.5696, 1.7526, 1.2237], [3.2479, -1.1228, 2.5996], [1.7355, 0.3951, 1.0288], [1.1326, 0.4725, 0.0472], [1.9850, -1.4402, -1.7126], [3.1102, -1.0871, -2.2515], [3.3744, -1.4489, -3.5382], [4.5503, -1.0689, -4.1447], [5.4869, -0.3124, -3.4499], [5.1979, 0.0436, -2.1384], [4.0155, -0.3471, -1.5554], [2.5790, -2.0158, -4.0022], [4.7225, -1.3705, -5.1696], [6.4092, 0.0010, -3.9203], [5.8782, 0.6346, -1.5403], [3.7418, -0.0860, -0.5454], [-0.0561, -2.4323, -4.2788], [-0.1189, -0.6455, -3.7713], [-1.0122, -0.2548, -4.2632], [0.7343, -0.2201, -4.3176]], "forces_ev_per_angstrom": [[-0.7, -0.1, -0.3], [0.1, 0.0, 0.0], [0.0, 0.1, 0.0], [0.0, 0.0, 0.0], [0.0, 0.1, 0.1], [0.0, 0.0, 0.0], [0.0, -0.2, 0.0], [0.1, 0.0, -0.1], [-0.1, 0.0, -0.1], [-0.1, 0.0, 0.0], [0.1, 0.0, 0.0], [0.0, 0.0, 0.0], [0.1, 0.0, 0.1], [-0.1, 0.1, 0.1], [0.1, 0.0, 0.1], [0.0, 0.0, 0.0], [0.0, 0.0, 0.0], [0.0, 0.0, 0.0], [-0.1, 0.1, 0.1], [0.0, 0.0, 0.0], [0.0, 0.0, 0.0], [0.0, 0.0, 0.0], [0.0, 0.0, 0.0], [0.1, 0.1, 0.0], [-0.1, 0.0, 0.0], [0.1, 0.0, 0.0], [0.0, 0.0, 0.0], [0.0, 0.0, 0.0], [0.1, 0.1, 0.0], [-0.1, 0.0, 0.1], [0.0, 0.2, -0.1], [0.1, 0.0, 0.0], [0.0, 0.0, 0.0], [-0.1, 0.0, 0.0], [0.0, 0.0, 0.0], [0.0, 0.0, 0.0], [0.0, 0.0, 0.0], [0.0, 0.0, 0.0], [0.0, 0.0, 0.0], [0.0, 0.0, 0.0], [0.1, -0.1, 0.1], [0.1, 0.0, 0.0], [0.0, 0.0, 0.0], [0.0, 0.0, 0.0], [0.0, 0.0, 0.0], [0.0, 0.0, 0.0], [0.0, 0.0, 0.0], [0.0, -0.1, 0.0], [0.0, 0.0, 0.0], [0.1, 0.0, 0.1], [0.1, 0.1, -0.1], [0.0, 0.0, 0.0], [0.0, 0.0, 0.0], [0.0, 0.0, 0.0], [0.0, 0.0, 0.0], [0.0, 0.0, 0.0], [0.0, 0.0, 0.0], [0.0, 0.0, 0.0], [-0.1, 0.1, -0.1], [0.0, 0.0, 0.0], [0.0, -0.1, 0.0], [0.0, 0.0, 0.0], [0.1, 0.0, 0.0], [0.0, 0.0, 0.0], [0.0, 0.0, 0.0], [0.0, 0.0, 0.0], [0.0, 0.0, 0.0], [0.0, 0.0, 0.0], [0.0, 0.0, 0.0], [0.0, 0.0, 0.0], [0.0, 0.0, 0.0], [0.0, 0.0, 0.0], [0.1, 0.0, 0.0], [0.0, 0.0, 0.0], [0.1, 0.0, 0.0], [0.0, 0.0, 0.0], [0.0, 0.0, 0.0], [0.0, 0.0, 0.0], [0.1, 0.1, -0.1], [0.0, 0.0, 0.0], [0.0, 0.0, 0.0], [0.0, 0.0, 0.0], [0.0, 0.0, 0.0], [0.0, 0.0, 0.0], [0.0, 0.0, 0.0], [0.0, 0.0, 0.0], [0.0, 0.0, 0.0], [0.0, 0.0, 0.0], [0.0, 0.0, 0.0], [0.0, 0.0, 0.0], [0.0, 0.0, 0.0], [0.0, 0.0, 0.0], [0.0, 0.0, 0.0], [0.1, -0.1, -0.1], [-0.1, -0.2, 0.3], [0.0, 0.0, -0.1], [0.0, 0.0, 0.0], [-0.2, 0.4, -0.3], [0.1, -0.2, 0.7], [1.0, 0.0, -0.2], [-0.2, 0.0, 0.0], [-0.1, 0.1, 0.3], [0.1, 0.0, 0.0], [-0.2, 0.0, 0.1], [0.2, 0.0, -0.2], [-0.3, -0.3, -0.1], [0.0, 0.0, 0.0], [0.0, 0.0, 0.0], [0.0, 0.0, 0.0], [-0.1, 0.0, 0.1], [0.0, 0.0, 0.0], [-0.1, 0.0, -0.1], [0.1, 0.0, 0.0], [-0.1, -0.1, 0.0], [0.0, 0.0, 0.0]], "lowdin_spin": [3.73, 0.00, 0.00, 0.00, 0.00, 0.00, 0.02, 0.00, 0.00, 0.00, 0.00, 0.00, 0.00, 0.01, 0.04, 0.00, 0.00, 0.00, 0.00, 0.00, 0.00, 0.00, 0.00, 0.00, 0.00, 0.00, 0.00, 0.00, 0.00, 0.01, 0.04, 0.00, 0.00, 0.01, 0.00, 0.00, 0.00, 0.00, 0.00, 0.00, 0.00, 0.00, 0.00, 0.00, 0.00, 0.00, 0.00, 0.00, 0.00, 0.00, 0.00, 0.00, 0.00, 0.00, 0.00, 0.00, 0.00, 0.00, 0.00, 0.00, 0.00, 0.00, 0.00, 0.00, 0.00, 0.00, 0.00, 0.00, 0.00, 0.00, 0.00, 0.00, 0.00, 0.00, 0.00, 0.00, 0.00, 0.00, 0.01, 0.00, 0.00, 0.00, 0.00, 0.00, 0.00, 0.00, 0.00, 0.00, 0.00, 0.00, 0.00, 0.00, 0.00, 0.08, 0.46, 0.20, 0.08, 0.08, 0.14, 0.01, 0.00, 0.02, 0.00, 0.02, 0.00, 0.02, 0.00, 0.00, 0.00, 0.00, 0.00, 0.01, -0.01, 0.00, 0.00]}



2.
{"formula": "C42H61N8O8P", "method": "ωB97M-V/def2-TZVPD", "total_charge": 0, "orbital_gap_ev": 8.41, "smiles": "CCOCCOO[P@](=O)(O)OCCCCOC(C)=O.c1cc[nH]c1.c1cc[nH]c1.c1cc[nH]c1.c1cc[nH]c1.c1cc[nH]c1.c1cc[nH]c1.c1cc[nH]c1.c1cc[nH]c1", "symbols": ["C", "C", "O", "C", "C", "O", "O", "P", "O", "O", "O", "C", "C", "C", "C", "O", "C", "C", "O", "H", "H", "H", "H", "H", "H", "H", "H", "H", "H", "H", "H", "H", "H", "H", "H", "H", "H", "H", "H", "H", "C", "C", "C", "N", "C", "H", "H", "H", "H", "H", "C", "C", "C", "N", "C", "H", "H", "H", "H", "H", "C", "C", "C", "N", "C", "H", "H", "H", "H", "H", "C", "C", "C", "N", "C", "H", "H", "H", "H", "H", "C", "C", "C", "N", "C", "H", "H", "H", "H", "H", "C", "C", "C", "N", "C", "H", "H", "H", "H", "H", "C", "C", "C", "N", "C", "H", "H", "H", "H", "H", "C", "C", "C", "N", "C", "H", "H", "H", "H", "H"], "coordinates": [[4.0521, 1.1477, -0.2994], [5.5406, 0.7634, -0.3078], [6.0256, 0.4771, -1.6171], [5.4541, -0.7065, -2.1471], [4.9463, -0.4756, -3.5693], [3.5826, -0.8171, -3.7769], [3.4524, -2.2209, -3.4658], [2.4304, -2.3966, -2.2409], [2.1515, -1.1983, -1.4458], [3.1346, -3.5646, -1.4078], [1.1618, -3.0530, -2.8990], [0.1532, -3.4885, -1.9434], [-0.7600, -2.3394, -1.5183], [-2.2440, -2.5522, -1.7972], [-3.0487, -1.4193, -1.1476], [-3.8744, -0.6577, -2.0482], [-3.2219, 0.2568, -2.7959], [-3.9169, 1.5866, -2.8602], [-2.1748, 0.0341, -3.3454], [3.8886, 2.1175, 0.1690], [3.7254, 1.2309, -1.3375], [3.4332, 0.3865, 0.1706], [6.1576, 1.5802, 0.0601], [5.7153, -0.1144, 0.3238], [6.2104, -1.4972, -2.1457], [4.6262, -1.0330, -1.5155], [4.9510, 0.5964, -3.7748], [5.5805, -0.9664, -4.3107], [3.2085, -3.3082, -0.4765], [0.6469, -3.9129, -1.0671], [-0.3949, -4.2923, -2.4311], [-0.6197, -2.1576, -0.4492], [-0.4319, -1.4313, -2.0238], [-2.4127, -2.5033, -2.8732], [-2.5831, -3.5232, -1.4319], [-3.7410, -1.7999, -0.4004], [-2.3655, -0.7294, -0.6454], [-3.9857, 1.8955, -3.9020], [-4.8988, 1.5177, -2.4002], [-3.3019, 2.3089, -2.3221], [0.1168, 2.6941, 1.8360], [-1.2785, 2.6658, 2.1164], [-1.9148, 2.2519, 0.9774], [-0.9568, 2.0194, 0.0234], [0.2832, 2.2851, 0.5392], [0.9069, 2.9745, 2.5132], [-1.7615, 2.9176, 3.0468], [-2.9606, 2.1017, 0.7662], [-1.1256, 1.7031, -0.9151], [1.1662, 2.1420, -0.0605], [-4.1567, 5.3213, 0.6442], [-5.5489, 5.2796, 0.9274], [-6.1910, 4.8832, -0.2173], [-5.2378, 4.6895, -1.1778], [-3.9957, 4.9506, -0.6620], [-3.3633, 5.5872, 1.3226], [-6.0238, 5.5075, 1.8671], [-7.2351, 4.7198, -0.4233], [-5.4193, 4.3982, -2.1206], [-3.1080, 4.8484, -1.2629], [1.5967, -1.7541, 1.7217], [1.5976, -3.0852, 2.2300], [1.3563, -3.0087, 3.5752], [1.2031, -1.6864, 3.8980], [1.3460, -0.9159, 2.7748], [1.7573, -1.4445, 0.7025], [1.7593, -3.9991, 1.6793], [1.2741, -3.7756, 4.3265], [1.0053, -1.3332, 4.8167], [1.2504, 0.1566, 2.8136], [5.4966, -4.9111, 5.3602], [6.3658, -3.8124, 5.6005], [5.6074, -2.6739, 5.5430], [4.3161, -3.0403, 5.2790], [4.2410, -4.4014, 5.1650], [5.7641, -5.9540, 5.3298], [7.4252, -3.8541, 5.7904], [5.8768, -1.6391, 5.6670], [3.5434, -2.4100, 5.1658], [3.3081, -4.8923, 4.9512], [-10.2491, 5.6630, 2.7863], [-9.5705, 6.1896, 3.9183], [-8.4548, 6.8391, 3.4586], [-8.4334, 6.7209, 2.0960], [-9.5224, 6.0092, 1.6776], [-11.1648, 5.0962, 2.7869], [-9.8695, 6.1041, 4.9495], [-7.6819, 7.3759, 3.9825], [-7.7213, 7.0962, 1.4952], [-9.6886, 5.8090, 0.6330], [6.6123, -7.5151, -1.9647], [7.4736, -6.4302, -1.6466], [6.6952, -5.3063, -1.5587], [5.4012, -5.6687, -1.8104], [5.3416, -7.0115, -2.0582], [6.8940, -8.5448, -2.1082], [8.5398, -6.4711, -1.4993], [6.9533, -4.2845, -1.3375], [4.6164, -5.0404, -1.8126], [4.4052, -7.4943, -2.2796], [2.8468, -0.3441, -9.0338], [3.4755, -0.6133, -7.7867], [2.5024, -1.0357, -6.9201], [1.3139, -1.0311, -7.5957], [1.5125, -0.6120, -8.8830], [3.3203, 0.0053, -9.9360], [4.5224, -0.5087, -7.5546], [2.5558, -1.3347, -5.8880], [0.4290, -1.2914, -7.2016], [0.6939, -0.5402, -9.5783], [-4.5705, 2.2504, 6.1667], [-4.2567, 1.9148, 4.8206], [-4.7282, 2.9283, 4.0287], [-5.3182, 3.8556, 4.8419], [-5.2255, 3.4528, 6.1455], [-4.3453, 1.6730, 7.0478], [-3.7454, 1.0321, 4.4736], [-4.7030, 3.0671, 2.9603], [-5.7619, 4.6993, 4.5278], [-5.6333, 4.0500, 6.9428]], "forces_ev_per_angstrom": [[0.2, 0.0, -0.3], [-0.1, 0.0, 0.0], [-0.2, 0.0, 0.0], [0.1, -0.1, 0.0], [0.3, 0.2, 0.0], [-0.1, 0.0, 0.0], [0.0, -0.2, -0.1], [-0.4, 0.8, 0.2], [0.2, -0.2, 0.0], [0.0, -0.1, 0.1], [0.3, -0.4, 0.0], [-0.3, 0.1, 0.1], [0.1, -0.1, 0.1], [0.1, 0.3, -0.2], [0.1, -0.4, 0.0], [-0.1, 0.5, 0.4], [0.1, -0.1, -0.3], [-0.3, -0.3, -0.2], [0.2, 0.1, 0.3], [0.0, -0.1, 0.1], [-0.1, 0.0, 0.1], [-0.1, 0.1, 0.1], [0.1, 0.0, 0.0], [0.1, 0.1, 0.1], [0.0, 0.0, 0.0], [0.0, 0.0, -0.1], [0.0, 0.0, 0.0], [-0.1, -0.1, 0.0], [0.1, 0.0, 0.0], [0.1, -0.1, -0.1], [0.0, 0.1, -0.1], [0.0, 0.0, 0.0], [0.0, 0.0, 0.0], [-0.1, -0.2, 0.0], [0.0, 0.0, 0.0], [-0.1, 0.0, 0.0], [-0.1, 0.1, 0.0], [0.0, 0.1, 0.0], [0.0, 0.1, 0.0], [0.0, 0.0, 0.0], [0.0, -0.1, 0.0], [0.0, 0.0, 0.0], [0.1, -0.1, -0.1], [0.0, 0.0, 0.0], [0.0, -0.1, -0.1], [0.0, 0.0, 0.0], [0.0, 0.0, 0.0], [0.0, 0.0, 0.0], [0.0, 0.0, 0.0], [0.0, 0.0, 0.0], [0.0, 0.0, 0.1], [0.0, 0.0, 0.1], [0.0, 0.0, 0.0], [0.0, 0.0, -0.1], [-0.1, 0.0, -0.1], [0.0, 0.0, 0.0], [0.0, -0.1, 0.0], [0.0, 0.0, 0.0], [0.0, 0.0, 0.0], [0.0, 0.0, 0.0], [0.0, 0.0, 0.0], [0.0, 0.0, 0.0], [-0.1, 0.0, 0.1], [0.1, 0.0, 0.0], [0.0, 0.0, 0.1], [0.0, 0.0, 0.0], [0.0, 0.0, 0.0], [0.0, 0.0, 0.0], [-0.1, 0.0, 0.0], [0.0, 0.0, 0.0], [0.0, 0.0, 0.0], [0.0, 0.0, 0.0], [0.0, 0.0, 0.0], [0.0, -0.1, 0.0], [0.0, 0.0, 0.0], [0.0, 0.0, 0.0], [0.0, 0.0, 0.0], [0.0, 0.0, 0.0], [0.0, 0.0, -0.1], [0.0, 0.0, 0.0], [0.0, 0.0, 0.0], [0.0, 0.0, 0.0], [0.0, 0.0, 0.0], [0.0, 0.1, 0.0], [0.0, 0.0, 0.0], [0.0, 0.0, 0.0], [0.0, 0.0, 0.0], [0.0, 0.0, 0.0], [0.0, 0.0, 0.0], [0.0, 0.0, 0.0], [0.0, 0.0, 0.0], [0.0, 0.0, 0.0], [0.0, 0.0, 0.0], [0.0, 0.0, 0.0], [0.0, 0.0, 0.0], [0.0, 0.0, 0.0], [0.0, 0.0, 0.0], [0.0, 0.0, 0.0], [0.0, 0.0, 0.0], [0.0, 0.0, 0.0], [0.0, 0.0, 0.0], [0.0, 0.0, 0.0], [0.0, 0.0, 0.0], [0.0, 0.0, 0.0], [0.0, 0.0, 0.0], [0.0, 0.0, 0.0], [0.0, 0.0, 0.0], [0.0, 0.0, 0.0], [0.0, 0.0, 0.0], [0.0, 0.0, 0.0], [0.0, 0.0, 0.0], [0.0, 0.0, 0.0], [0.0, 0.0, -0.1], [0.0, 0.0, 0.0], [0.0, 0.0, 0.0], [0.0, 0.0, 0.0], [0.0, 0.0, 0.0], [0.0, 0.0, 0.0], [0.0, 0.0, 0.0], [0.0, 0.0, 0.0]], "lowdin_charge": [-0.07, -0.24, -0.15, -0.19, -0.13, -0.12, -0.14, 0.39, -0.22, -0.09, -0.15, -0.17, -0.18, -0.16, -0.15, -0.01, -0.54, 0.02, 0.12, 0.07, 0.08, 0.05, 0.11, 0.12, 0.13, 0.09, 0.15, 0.13, 0.10, 0.11, 0.13, 0.11, 0.11, 0.12, 0.12, 0.13, 0.12, 0.09, 0.09, 0.07, -0.12, -0.11, -0.15, 0.02, -0.13, 0.09, 0.08, 0.10, 0.13, 0.10, -0.11, -0.12, -0.13, 0.01, -0.15, 0.10, 0.07, 0.10, 0.14, 0.11, -0.10, -0.10, -0.16, 0.01, -0.11, 0.05, 0.09, 0.10, 0.15, 0.10, -0.11, -0.11, -0.14, 0.01, -0.15, 0.09, 0.09, 0.10, 0.12, 0.09, -0.11, -0.11, -0.15, 0.00, -0.14, 0.09, 0.09, 0.10, 0.13, 0.10, -0.12, -0.11, -0.14, 0.01, -0.14, 0.09, 0.09, 0.10, 0.10, 0.10, -0.12, -0.11, -0.13, 0.00, -0.15, 0.09, 0.09, 0.09, 0.14, 0.10, -0.11, -0.12, -0.15, 0.01, -0.14, 0.09, 0.09, 0.09, 0.13, 0.10]}